Density functional theory data (ωB97M-V/def2-TZVPD) for a cluster of 4 separate species, C5H14O3 in total at a distorted geometry.

Calculated values
Calculated total energy   -424.555342 Ha
E_HOMO   -0.3198 Eh
Total charge   0
Max |F|   2.20 eV Å⁻¹
Gap between HOMO and LUMO   0.3494 hartree

Last column: natural (NBO) charge in e.
Cartesian coordinates (Å):
C: -0.12584 -1.15755 0.95377  -0.640
C: 0.15964 -0.11232 -0.08521  -0.033
C: 1.14369 0.80332 -0.01107  -0.380
C: -1.00056 -0.98351 -2.04182  -0.403
C: -0.71751 0.06517 -1.26587  -0.201
H: -1.20628 -1.10133 1.09814  0.223
H: 0.40267 -0.91283 1.86884  0.221
H: 0.13604 -2.16174 0.63517  0.217
H: 1.93534 0.84131 0.72928  0.198
H: 1.07092 1.65668 -0.67286  0.201
H: -0.42251 -1.89267 -1.92812  0.189
H: -1.68414 -0.90994 -2.87586  0.196
H: -1.19190 1.01515 -1.47393  0.210
H: 2.89825 1.16177 -3.15505  0.470
H: 2.22897 2.38756 -3.71432  0.465
O: 2.76345 2.10202 -2.99421  -0.934
H: 4.18406 1.73782 5.01704  0.469
H: 3.63773 0.36246 5.40854  0.469
O: 4.10685 0.84673 4.74698  -0.938
H: -6.52238 -1.50846 -0.89587  0.466
H: -6.33627 -2.54600 0.19123  0.467
O: -6.40063 -1.58270 0.06019  -0.933